1.
C3H3ClFNOS in the gas phase in a non-equilibrium geometry. Source: the Open Molecules 2025 dataset; level of theory: the ωB97M-V functional and the def2-TZVPD basis.

Geometry as XYZ:
```
11
Properties=species:S:1:pos:R:3:forces:R:3:nbo_charge:R:1
O 0.885 -1.168 -0.496 0.2 -0.3 -0.2 -0.53
N 0.684 -0.139 0.384 1.3 0.1 0.3 -0.09
C 1.720 0.238 1.169 -1.0 -0.2 0.3 -0.11
S 3.157 -0.559 1.145 0.0 0.3 0.0 -0.14
C -0.571 0.427 0.327 -0.5 0.2 0.0 -0.15
C -1.467 0.256 -0.627 -0.2 -0.2 -1.8 0.34
F -1.216 -0.357 -1.820 -0.7 0.6 1.5 -0.30
Cl -3.053 0.958 -0.503 0.6 -0.4 -0.3 0.02
H 1.826 -1.456 -0.330 -0.4 0.4 0.2 0.49
H 1.444 1.035 1.893 0.3 -0.4 -0.7 0.22
H -0.896 1.083 1.112 0.4 -0.1 0.5 0.24
```
Positions in Å, forces in eV/Å.

As for the spin multiplicity: 1. The value obtained for the highest occupied orbital energy is -0.3186 hartree. As for the energy relative to the best compared isomer or geometry (same formula, charge and spin): 244.50 kJ/mol. Its frontier orbital gap is 8.62 eV. The calculation puts the electronic energy at -32769.6288 eV.

---

2.
A 2-piece molecular cluster, C3H3ClN2O overall in a non-equilibrium geometry. Source: the Open Molecules 2025 dataset; level of theory: the ωB97M-V functional and the def2-TZVPD basis.

Geometry as XYZ:
```
10
Properties=species:S:1:pos:R:3:forces:R:3:mulliken_spin:R:1
C 1.016 1.241 -0.373 -0.4 0.3 0.3 0.00
C -2.342 -0.723 -0.736 -0.2 3.5 -7.2 0.75
C 1.802 0.535 0.653 0.1 -0.3 0.2 0.01
N 0.325 1.813 -1.097 0.7 -0.3 0.2 0.00
N -2.272 -1.815 -0.367 0.2 -3.6 6.7 0.44
O -2.066 -3.004 -0.408 0.2 -2.3 -1.3 0.63
Cl -2.372 0.845 -0.537 -0.5 2.4 1.8 0.18
H 1.135 0.080 1.409 0.0 -0.3 -0.8 0.00
H 2.458 -0.228 0.142 -0.5 0.9 0.9 0.00
H 2.317 1.255 1.314 0.4 -0.2 -0.9 0.00
```
Positions in Å, forces in eV/Å.

As for the spin multiplicity: 3. The value obtained for the highest occupied orbital energy (alpha / beta) is -0.2129 / -0.3573 hartree. As for the energy relative to the best compared isomer or geometry (same formula, charge and spin): 205.93 kJ/mol. Its frontier orbital gap (alpha / beta) is 6.46 / 6.95 eV. The calculation puts the electronic energy at -20701.7309 eV.

---

What is the formula in the second record? C3H3ClN2O

---

energy relative to the best compared isomer or geometry (same formula, charge and spin) of number 1 (C3H3ClFNOS)? 244.50 kJ/mol

---

Which formula does entry 2 have? C3H3ClN2O